[1]
97
Properties=species:S:1:pos:R:3:forces:R:3 method="wB97M-V/def2-TZVPD" max_force_ev_per_a=0.6 spin_multiplicity=2 gap_ev="7.00 / 7.02" lumo_ev="-6.34 / -6.17" total_charge=+2 e_homo_ev="-13.339 / -13.185" e_tot_ev=-106719.086
H -3.66907 0.74150 2.37987 -0.0391 -0.0081 0.0245
N 0.73249 -1.46570 -1.77934 -0.0067 0.0142 0.1378
Re 0.24228 0.04217 -0.39335 -0.1024 0.5831 0.1276
C -1.81458 1.70966 3.87165 -0.0125 -0.0289 -0.0192
H 0.52946 -2.22077 1.97127 0.0374 0.0030 0.0381
C -2.82323 -5.66742 -1.44117 -0.0073 0.0093 0.0151
H -0.31684 -2.92805 -4.59610 -0.0039 0.0044 0.0005
C -2.20140 3.38592 5.55241 -0.0003 0.0007 -0.0026
H -3.47939 2.10659 -0.33852 -0.0317 -0.0078 0.0142
C 1.56830 -2.54168 1.89826 0.0438 -0.0426 -0.0396
O -1.07348 -1.38459 0.02508 0.1152 -0.1821 -0.1798
H -1.94266 1.29675 5.96817 0.0002 0.0010 -0.0056
H 2.52709 -0.58076 -3.51204 0.0107 -0.0044 0.0212
H 2.17746 3.19497 0.89196 -0.0033 -0.0227 -0.0162
C -2.23795 4.37571 4.57947 -0.0035 -0.0129 -0.0026
C 0.17816 -2.83274 -3.64031 0.0047 0.0068 0.0011
C -1.86387 2.70800 2.91020 0.0764 -0.0526 -0.0326
H 4.03724 -0.91361 2.82630 -0.0177 0.0080 0.0025
C 3.04559 2.71999 1.35533 0.0112 -0.0003 0.0361
H 3.93002 2.63596 -2.37790 -0.0133 -0.0184 -0.0427
C 2.17373 -0.05249 0.10753 0.1221 -0.1359 -0.0094
C 1.52519 -3.69909 -1.86322 -0.0355 -0.0254 -0.0543
C -3.43999 -5.11706 -2.55358 -0.0023 0.0163 -0.0071
H -5.12353 1.01315 1.47631 -0.0057 0.0182 -0.0386
H 2.51923 2.86841 -1.35660 0.0271 0.0106 0.0616
H 3.18694 3.19162 2.33303 0.0256 0.0200 -0.0278
F -2.97273 4.67948 -4.37635 0.0266 -0.0218 0.0256
C 0.11502 -1.63628 -2.95389 -0.0250 0.0257 -0.0180
C -0.27360 3.89901 -2.10134 0.1068 -0.0463 0.0530
Si 2.73928 0.91155 1.69512 -0.1122 -0.0054 0.0816
H -3.81811 -5.76532 -3.33291 0.0032 0.0005 0.0022
H 1.59673 -3.63375 1.93303 -0.0212 0.0042 -0.0037
F -0.84601 5.88423 -3.20358 0.0002 -0.0309 0.0126
C -2.05775 4.04161 3.24593 0.0072 0.0385 -0.0167
H 2.08621 -2.17682 2.78693 0.0149 -0.0086 -0.0056
H 5.35211 1.27034 -0.01872 -0.0327 0.0237 0.0082
H 5.12029 0.05165 1.81767 -0.0003 -0.0127 0.0075
C -1.98481 2.05899 5.20187 0.0084 0.0027 0.0112
C 1.40174 0.85590 3.00166 -0.0234 0.0257 0.0634
H 1.87940 0.94375 3.98175 0.0019 -0.0355 -0.0098
C -2.34290 -4.83632 -0.43716 -0.0073 -0.0024 0.0344
C 1.44880 -2.47504 -1.22002 0.0176 0.0381 0.0036
C -3.11259 -2.89627 -1.68720 0.0158 0.0138 0.0115
F 0.75027 4.50842 -1.50759 -0.0855 0.0274 -0.0428
H 4.50823 0.69417 3.33372 -0.0007 -0.0089 -0.0085
C -3.44679 2.11270 0.75370 0.1005 0.0115 -0.0662
C -3.78668 -0.42005 0.54157 -0.0402 -0.0535 -0.0850
C -2.18896 3.99554 -3.55875 -0.0137 0.0561 -0.0235
C -0.50616 2.55020 -1.82884 0.1312 0.1087 -0.2628
S -1.87132 -2.48515 0.75110 -0.0913 0.0794 0.0649
C 2.98341 2.18874 -2.06176 0.0121 -0.0712 -0.0487
H -2.39317 5.40887 4.85779 0.0037 -0.0014 -0.0002
H -2.98847 -1.27916 2.38427 0.0363 0.0122 -0.0177
H 3.58697 -1.71644 -2.65589 -0.0017 0.0235 -0.0103
H -3.20779 -1.82333 -1.78690 0.0059 0.0077 0.0024
C -3.31331 -1.60004 1.39294 -0.0198 -0.0457 0.0799
H 4.76968 -2.38203 0.99491 -0.0022 -0.0046 -0.0004
H 5.74890 0.74262 -1.64250 -0.0051 -0.0015 0.0121
C -2.50511 -3.46313 -0.56830 -0.0217 0.0167 -0.0314
H -4.06372 -3.31962 -3.55363 0.0030 0.0005 0.0028
Si 3.37898 0.48879 -1.39934 0.0372 0.0190 -0.0035
C 4.08932 -2.72270 0.21440 0.0378 0.0986 0.0167
H 5.48547 -0.45441 -0.38405 0.0014 0.0144 0.0025
C 4.24314 0.09373 2.45803 0.0076 0.0220 -0.0055
H 3.92509 2.94547 0.75433 -0.0052 -0.0138 -0.0348
H -0.43512 -0.78943 -3.34027 0.0101 0.0093 0.0002
H -2.71612 -6.73949 -1.34973 0.0030 0.0037 -0.0013
H 2.34334 2.11955 -2.94522 -0.0217 0.0251 0.0302
H 0.72994 1.70773 2.90626 -0.0252 -0.0190 -0.0297
H -4.68489 -0.70353 -0.00654 0.0071 -0.0190 0.0012
H 2.10228 -4.50071 -1.42035 0.0048 0.0025 -0.0033
O -1.10513 0.93162 1.08410 0.1995 0.1163 0.1041
C -3.58051 -3.73612 -2.67992 -0.0044 -0.0286 -0.0124
C 5.14022 0.50615 -0.76396 -0.0083 -0.0082 0.0115
H 0.95013 -4.83594 -3.59665 -0.0059 0.0024 0.0049
F -1.90907 0.67967 -2.11458 -0.0075 0.0348 -0.0327
F -3.50778 2.05375 -3.81708 0.0348 0.0192 0.0144
H -3.94343 3.02250 1.09504 0.0346 0.0148 0.0218
H -2.06147 4.81211 2.48303 0.0076 -0.0076 0.0034
H -1.61670 0.68659 3.58177 0.0192 -0.0054 0.0092
C 0.88404 -3.88639 -3.08158 0.0329 -0.0019 0.0393
H 0.80397 -0.05523 2.99665 -0.0172 -0.0016 0.0148
H -1.85720 -5.25076 0.43812 0.0031 -0.0039 -0.0110
H -4.06218 -2.38263 1.53153 -0.0135 0.0217 0.0206
H 4.25876 -0.31807 -3.47449 -0.0097 -0.0143 -0.0080
O 0.28086 1.89651 -0.96591 -0.3215 -0.3085 0.1839
S -1.69343 2.36458 1.17800 -0.1373 -0.1331 -0.1210
Si 2.40965 -1.93491 0.34361 -0.0536 -0.1113 -0.1907
H -2.33096 3.65160 6.59281 -0.0020 -0.0008 -0.0021
C 3.40898 -0.66380 -2.87725 0.0366 0.0063 -0.0257
C -1.61354 1.97470 -2.43421 0.0292 -0.1462 0.1227
H 3.95200 -3.79943 0.35283 0.0019 0.0065 0.0011
C -2.45478 2.66685 -3.28483 -0.0355 -0.0295 -0.0082
C -4.05141 0.85257 1.36401 -0.0196 0.0453 0.1030
H 4.56345 -2.56581 -0.75386 0.0059 0.0021 0.0190
C -1.09539 4.60963 -2.95763 -0.0143 0.0383 -0.0313
H -3.02478 -0.20021 -0.20039 0.0076 0.0307 -0.0313


[2]
98
Properties=species:S:1:pos:R:3:forces:R:3 method="wB97M-V/def2-TZVPD" max_force_ev_per_a=1.6 gap_ev="6.81 / 5.66" lumo_ev="2.20 / 1.68" total_charge=-1 e_homo_ev="-4.617 / -3.977" e_tot_ev=-122091.943
N 0.99450 1.83247 -2.28827 -0.1133 0.2871 0.4306
H -2.19210 -1.59763 4.69053 -0.1251 0.0336 -0.0025
O 0.65110 2.96567 -2.70187 -0.1321 0.5337 -0.3583
C -1.24500 -1.89523 5.13573 0.1012 -0.0234 -0.2414
C 3.14880 2.17217 -3.18057 -0.4119 -0.1601 0.2487
O 5.77060 -1.59273 -1.53837 -0.0603 -0.0635 0.0333
C 0.13550 0.82397 5.17473 -0.0656 0.2174 0.0318
H -1.17820 -1.43813 6.12013 -0.0221 0.0417 0.1285
H 1.90280 -4.78173 1.77723 0.1102 -0.0165 0.0925
H -4.70300 -1.10283 -1.74567 -0.0961 0.0868 -0.0054
H 2.27840 3.16597 0.06083 0.0541 0.0109 -0.1135
C -0.06400 -1.47143 4.25843 0.0161 -0.1823 0.1388
O 2.05280 -0.36633 -0.80017 0.0823 -0.2546 0.2573
C 2.09440 2.66967 1.01293 -0.2130 -0.0710 -0.0780
H 2.65010 3.19327 1.78913 0.0396 0.0897 0.1050
H 2.76110 3.04507 -3.67927 -0.0262 -0.0268 0.0120
H -4.24840 -2.57253 -0.87497 -0.0967 -0.0695 0.0790
H -4.14220 5.39127 0.58963 0.0068 -0.0112 -0.0115
C 4.95910 0.65027 -2.71477 0.1484 0.3344 -0.2018
H -2.68400 3.85957 -3.74607 0.0500 0.1268 0.0951
H 0.06790 4.41217 0.20203 0.0062 0.0555 -0.0948
H -1.61270 -0.40183 -2.43227 0.0024 0.1187 -0.0536
C 1.11490 -3.87113 -0.01207 0.1273 -0.0932 -0.0423
C 0.37150 2.00357 2.67013 -0.1814 -0.1879 -0.2132
H 3.24470 -3.53693 -0.11447 0.1259 -0.0380 -0.0191
O 4.89270 3.58637 -4.65527 0.0095 0.0433 -0.0669
H -1.24010 4.42187 -2.88187 -0.1279 -0.0316 0.0395
H 0.80790 3.78907 3.75403 -0.0249 0.1090 -0.0501
N 5.31800 2.53137 -4.20887 0.5480 0.4971 -0.5405
H -3.32330 -1.07673 -0.66037 -0.1090 0.1000 -0.0115
N -0.30390 -0.08783 1.63533 -0.3723 -0.7192 -0.3168
H -4.02720 3.71827 1.19993 -0.0980 0.0774 -0.0309
H -1.25300 -2.97633 5.26493 -0.0081 -0.1122 0.0314
H 2.36110 -3.01123 -1.54187 0.0954 0.0711 -0.0753
C 0.36970 2.18147 5.07703 0.1091 -0.0672 0.0824
C -2.01270 -4.34863 -2.89487 0.0113 -0.0667 0.0096
H 0.45240 2.78647 5.96833 0.0603 0.0503 0.0726
H -0.15790 -1.97533 3.29413 0.0599 0.0612 0.1803
H 0.07710 0.37167 6.15413 0.0129 -0.0795 0.1002
H 0.08930 2.05707 0.56233 -0.0008 0.2161 0.1331
N -0.84690 -1.86323 -0.39627 -0.5879 0.0537 0.4392
H 5.97860 0.33317 -2.87467 -0.0417 0.0248 0.0842
O 6.43700 2.10387 -4.44987 0.1002 -0.0304 -0.0225
H 2.46980 1.64967 0.96033 0.1527 -0.0917 -0.0320
C 4.15140 -0.03773 -1.81727 -0.8100 1.0433 -0.6669
C 0.59390 2.65787 1.32643 0.0617 0.0393 -0.1447
H -1.04690 4.04447 1.52863 -0.1150 0.0544 -0.0015
S -2.79400 1.58677 0.26613 0.0309 -0.5861 0.4966
C -1.31990 -0.95383 1.72753 0.0779 0.7042 0.5430
C -4.29990 4.33847 0.34413 -0.0671 -0.0937 0.1339
N -3.46590 3.96337 -0.75687 0.2733 0.0618 -0.1632
N -2.17680 2.74237 -2.05387 -0.0663 0.0626 0.1024
C -1.94790 -3.15173 -2.19057 -0.1096 0.0253 -0.1410
C -1.12120 -5.37693 -2.66347 0.0382 -0.0614 -0.0385
H 0.18980 -5.11783 1.50423 -0.0801 -0.0492 0.0871
H -1.39160 2.10327 -2.18457 -0.0085 0.0190 0.1457
H 0.53020 4.77547 1.86403 0.0673 0.0735 0.0456
C -0.01580 0.03077 4.04833 0.0265 0.0012 -0.3295
C 2.76880 0.28977 -1.60357 0.4000 -0.0632 -0.0875
C 1.25100 -1.94973 4.88253 -0.1453 -0.0018 -0.1875
H 0.99220 -2.92643 0.52413 -0.0124 -0.1221 -0.0702
H -3.61030 -2.52133 -3.32047 0.1257 -0.0185 0.1028
C 0.00040 4.06427 1.23203 -0.0385 -0.2417 -0.0348
H 1.42180 -5.94773 0.54843 0.0072 -0.1343 -0.0250
C 2.29240 1.42157 -2.36887 1.1502 0.0327 -0.4820
H -2.62570 5.75467 -1.45697 -0.0840 -0.1078 -0.0986
H 2.65110 -4.73603 -1.28067 0.0098 -0.1374 -0.0699
C -0.12190 -5.21013 -1.72697 -0.0468 -0.0831 -0.0190
C -0.02130 -4.03703 -0.99537 -0.0763 0.2556 0.0720
C -3.86140 -1.68713 -1.37807 0.0150 -0.0914 -0.1276
H -1.99910 -0.88423 2.56873 0.0251 -0.1577 0.0989
C 0.54450 2.74427 3.82693 -0.0261 0.0016 0.0368
H -2.30470 -2.65173 0.87293 -0.0189 0.0124 0.0790
O 4.26310 -1.42623 -0.01117 0.2783 0.1873 -0.1367
O 0.05460 1.05187 -1.81587 -0.7915 -0.3180 0.0357
H 1.39210 -1.52453 5.87333 0.0543 0.0381 0.1318
H -5.36110 4.17727 0.11513 0.0611 0.0752 0.0627
H -1.72280 -1.12133 -4.04047 0.0926 0.0209 -0.0895
H -4.05260 5.19957 -2.36047 0.1114 -0.0252 0.0643
N 4.75060 -1.08463 -1.07687 0.6013 -0.9184 0.6413
C 4.46780 1.77427 -3.36587 -0.5305 -1.1535 1.0346
C -0.94660 -3.00273 -1.21957 0.0904 -0.6042 -0.2389
Zn 0.17090 -0.20193 -0.28357 0.8968 0.6911 -0.6917
C -2.24270 4.00627 -2.75387 0.0305 0.1544 -0.3189
C 0.01150 0.64117 2.76853 0.1530 0.5571 0.8684
C -3.14330 4.86437 -1.84427 -0.1011 0.2559 -0.1313
H 0.58570 -6.00833 -1.55667 0.1005 -0.0680 0.0352
H 2.09100 -1.65693 4.25763 0.1361 0.0200 -0.0232
H -1.20210 -6.30253 -3.21427 -0.0002 -0.0846 -0.0774
C -1.54820 -1.88483 0.73323 -0.2518 -0.6509 -0.5617
H -3.04480 -0.11853 -3.42187 -0.0327 0.1543 -0.0276
C -2.79920 2.78927 -0.86967 -0.2582 0.1383 -0.3109
H 1.24590 -3.03543 4.96853 0.0416 -0.1135 0.0451
C 2.43050 -3.79133 -0.78717 -0.0874 0.1079 0.1811
C 1.15670 -5.00223 1.01713 -0.0768 0.2455 -0.0529
C -2.28960 -0.85383 -3.15077 -0.0719 -0.2045 0.0599
C -2.96120 -2.08583 -2.54817 -0.0906 0.1623 0.0464
H -2.78680 -4.47873 -3.63937 -0.0746 0.0510 -0.0460


Energy relative to the best compared isomer or geometry (same formula, charge and spin) (computed, kcal/mol): 6.4 14.9